Record 1
Computed, not measured: 7 unconnected molecules or ions with the total composition C29H62NO8P in a non-equilibrium geometry, with wB97M-V/def2-TZVPD.

XYZ file:
```
101
Properties=species:S:1:pos:R:3:mulliken_charge:R:1
H -0.342 -1.497 2.883 0.205
N 0.585 -1.703 2.510 -0.585
C 1.417 -0.817 2.873 0.799
C 1.074 0.354 3.753 -1.503
C 2.867 -0.897 2.452 -0.391
C 3.101 -1.182 0.990 0.300
C 2.427 -2.031 0.214 0.119
C 2.822 -2.161 -1.211 -0.529
O 2.776 -3.214 -1.811 -0.592
C 3.340 -0.916 -1.840 -0.011
C 4.016 -0.050 -1.085 0.527
P 4.638 1.588 -1.566 0.164
C 3.636 1.971 -3.040 -0.898
C 6.333 1.329 -2.183 -1.057
C 4.222 -0.422 0.350 -0.418
O 5.237 -0.144 0.948 -0.579
H 1.470 1.284 3.346 0.366
H 1.500 0.192 4.745 0.292
H -0.007 0.446 3.856 0.463
H 3.329 0.067 2.670 0.358
H 3.389 -1.632 3.071 0.198
H 1.612 -2.627 0.600 0.542
H 3.139 -0.733 -2.889 0.438
H 3.755 3.030 -3.255 0.373
H 3.836 1.363 -3.925 0.316
H 2.597 1.810 -2.752 0.152
H 6.407 0.761 -3.112 0.327
H 6.754 2.321 -2.347 0.352
H 6.922 0.846 -1.404 0.310
C -0.679 3.851 -0.790 -1.131
C -0.557 3.866 -2.303 0.134
C -1.933 3.737 -2.933 -0.904
O 0.309 2.822 -2.754 -0.493
H -1.125 2.910 -0.463 0.216
H 0.298 3.948 -0.315 0.397
H -1.323 4.659 -0.443 0.284
H -0.080 4.790 -2.634 0.290
H -2.390 2.794 -2.618 0.245
H -1.879 3.732 -4.023 0.193
H -2.587 4.549 -2.614 0.357
H -0.085 1.985 -2.481 0.334
C -6.384 2.660 -4.793 -1.441
C -4.874 2.582 -4.663 0.856
C -4.165 2.590 -6.005 -1.512
O -4.512 1.411 -3.912 -0.508
H -6.767 1.795 -5.342 0.345
H -6.827 2.647 -3.799 0.365
H -6.714 3.563 -5.309 0.415
H -4.521 3.421 -4.061 0.026
H -4.473 1.726 -6.601 0.406
H -3.084 2.535 -5.871 0.369
H -4.401 3.494 -6.567 0.372
H -4.807 0.643 -4.416 0.292
C -5.508 0.208 0.038 -1.048
C -6.544 0.005 -1.059 0.365
C -6.239 -1.234 -1.888 -1.301
O -6.624 1.156 -1.891 -0.407
H -4.518 0.352 -0.406 0.287
H -5.750 1.095 0.627 0.081
H -5.462 -0.652 0.708 0.462
H -7.533 -0.094 -0.609 0.311
H -5.265 -1.128 -2.375 0.248
H -6.993 -1.367 -2.664 0.325
H -6.214 -2.132 -1.269 0.419
H -5.764 1.276 -2.327 0.304
C 1.630 -5.246 5.381 -1.484
C 1.968 -4.354 4.198 0.651
C 2.463 -5.153 3.006 -0.999
O 2.959 -3.390 4.572 -0.521
H 2.516 -5.801 5.703 0.335
H 1.283 -4.649 6.225 0.358
H 0.853 -5.967 5.121 0.385
H 1.092 -3.775 3.910 0.201
H 3.378 -5.684 3.283 0.253
H 2.696 -4.487 2.174 0.069
H 1.727 -5.884 2.669 0.410
H 3.751 -3.878 4.830 0.317
C -4.740 4.552 2.128 -1.453
C -4.516 4.537 0.624 0.526
C -5.826 4.447 -0.143 -1.075
O -3.645 3.468 0.256 -0.264
H -5.232 3.627 2.444 0.329
H -3.789 4.623 2.655 0.323
H -5.369 5.391 2.427 0.418
H -3.985 5.444 0.328 0.288
H -6.350 3.521 0.105 0.226
H -5.642 4.443 -1.218 0.150
H -6.483 5.285 0.095 0.422
H -4.078 2.641 0.499 0.127
C 7.580 -6.104 2.125 -1.452
C 6.663 -5.113 2.823 0.731
C 7.398 -3.843 3.219 -1.345
O 6.048 -5.717 3.964 -0.533
H 8.392 -6.403 2.794 0.359
H 7.029 -7.002 1.844 0.350
H 8.020 -5.670 1.227 0.373
H 5.833 -4.858 2.161 0.182
H 8.206 -4.077 3.919 0.381
H 6.721 -3.144 3.710 0.286
H 7.833 -3.350 2.350 0.369
H 6.743 -5.965 4.583 0.318
```

Values from the calculation:
DFT total energy = -58236.2976 eV
charge = 0
Kohn-Sham gap = 7.6 eV
structure (SMILES) = [H]/N=C(\C)CC1=CC(=O)C=C(P(C)C)C1=O.CC(C)O.CC(C)O.CC(C)O.CC(C)O.CC(C)O.CC(C)O

=====

Record 2
Computed, not measured: a molecular structure, C32H54CaCl2FILiN2O14P2S in a non-equilibrium geometry, with wB97M-V/def2-TZVPD.

XYZ file:
```
111
Properties=species:S:1:pos:R:3:mulliken_charge:R:1
C 7.263 1.517 -0.440 -1.026
C 5.714 1.484 -0.937 -0.257
C 5.046 0.056 -0.656 -0.611
S 3.758 0.041 0.675 -0.172
I 3.353 -2.406 1.215 0.109
C 2.158 0.759 0.081 0.707
C 1.433 1.816 0.922 -0.479
C 0.120 2.222 0.260 -0.915
C -0.290 1.595 -1.053 0.010
N 0.366 0.654 -1.888 -0.083
C 1.568 0.306 -1.233 -0.508
H 7.318 1.820 0.659 0.243
H 7.886 2.251 -1.045 0.317
H 7.731 0.473 -0.554 0.302
H 5.190 2.365 -0.449 0.255
H 5.773 1.670 -2.073 0.282
H 4.669 -0.444 -1.622 0.340
H 5.895 -0.632 -0.286 0.373
H 1.855 2.184 1.908 0.605
H -0.553 2.994 0.755 0.396
H -1.312 1.934 -1.460 0.330
H 2.201 -0.462 -1.810 0.056
C 4.543 1.317 5.484 -0.555
O 3.194 1.114 5.889 -0.470
P 2.131 2.461 5.872 1.205
O 2.739 3.071 4.615 -0.657
O 2.850 3.077 7.220 -0.320
C 3.003 2.229 8.358 -0.731
O 0.944 3.706 5.934 -0.259
C -0.196 3.408 6.740 -0.686
H 5.134 0.477 5.853 0.268
H 4.603 1.332 4.395 0.145
H 4.948 2.242 5.901 0.324
H 4.041 1.896 8.418 0.261
H 2.346 1.358 8.310 0.359
H 2.769 2.799 9.257 0.269
H 0.101 3.266 7.783 0.284
H -0.691 2.507 6.370 0.318
H -0.894 4.243 6.680 0.244
O -4.485 -0.856 -1.352 -0.494
P -4.250 -0.723 -2.862 0.997
O -5.434 -1.792 -3.303 -0.290
C -6.791 -1.381 -3.187 -0.267
C -7.163 -0.398 -4.281 -0.934
O -2.959 -1.764 -2.852 -0.451
C -1.996 -1.660 -1.806 0.032
C -2.147 -2.834 -0.857 -1.450
O -3.946 -0.490 -4.536 -0.313
C -3.288 -1.420 -5.391 -0.077
C -4.100 -2.659 -5.704 -1.152
H -6.973 -0.951 -2.197 0.191
H -7.407 -2.279 -3.276 0.331
H -6.599 0.535 -4.175 0.251
H -8.229 -0.163 -4.242 0.437
H -6.927 -0.805 -5.266 0.173
H -2.084 -0.706 -1.281 0.016
H -1.006 -1.683 -2.269 0.401
H -3.166 -2.910 -0.475 0.277
H -1.461 -2.742 -0.011 0.410
H -1.938 -3.772 -1.379 0.350
H -2.294 -1.672 -5.017 0.259
H -3.119 -0.883 -6.331 0.350
H -4.172 -3.317 -4.836 0.257
H -3.629 -3.227 -6.511 0.440
H -5.115 -2.397 -6.009 0.215
C -2.073 2.127 -4.935 0.009
C -0.850 2.082 -5.840 -0.548
C -0.892 3.145 -6.938 -0.351
C -2.091 2.936 -7.802 0.432
N -3.051 2.770 -8.487 -0.362
H -2.993 1.918 -5.487 0.359
H -1.992 1.375 -4.147 -0.239
H -2.171 3.109 -4.459 -0.107
H -0.775 1.086 -6.287 0.311
H 0.049 2.229 -5.235 0.324
H 0.008 3.087 -7.556 0.372
H -0.939 4.149 -6.500 0.253
F -4.670 4.062 -8.268 -0.279
Ca 3.504 -5.228 0.709 0.677
C -3.312 6.567 -2.299 -0.902
C -2.512 5.300 -2.624 0.787
O -1.653 5.433 -3.523 -0.514
O -2.822 4.299 -1.949 -0.433
H -2.996 7.405 -2.920 0.332
H -4.374 6.385 -2.475 0.277
H -3.165 6.835 -1.252 0.291
C -5.378 0.627 1.221 -0.242
C -5.443 1.812 0.613 -0.156
C -5.676 3.056 1.378 0.150
O -5.737 4.137 0.825 -0.536
C -5.833 2.935 2.844 -0.436
C -5.768 1.750 3.453 -0.412
C -5.535 0.506 2.687 0.204
O -5.473 -0.575 3.242 -0.567
H -5.209 -0.292 0.676 0.680
H -5.329 1.918 -0.459 0.457
H -6.002 3.855 3.389 0.434
H -5.881 1.644 4.525 0.428
C 6.573 -8.606 4.228 -0.509
C 6.410 -8.048 2.825 0.610
O 5.326 -7.450 2.602 -0.674
O 7.391 -8.256 2.054 -0.842
H 5.698 -8.395 4.843 0.310
H 6.711 -9.689 4.182 0.298
H 7.449 -8.158 4.708 -0.056
C 9.349 -9.155 6.739 -0.226
Cl 8.214 -7.800 6.759 -0.158
Cl 8.509 -10.696 6.942 -0.143
H 9.875 -9.162 5.786 0.254
H 10.062 -9.031 7.553 0.308
Li 7.438 -7.750 0.017 0.903
```

Values from the calculation:
DFT total energy = -149601.3340 eV
charge = +1
Kohn-Sham gap = 1.5 eV

=====

Record 3
Computed, not measured: a single C24H26N4O4 molecule, with wB97M-V/def2-TZVPD.

XYZ file:
```
58
Properties=species:S:1:pos:R:3:mulliken_charge:R:1
C -6.917 -2.185 -0.489 0.225
C -6.054 -1.460 -0.074 -0.722
C -5.050 -0.594 0.423 -0.258
C -5.406 0.638 0.973 -0.925
C -4.419 1.472 1.463 -0.271
C -3.090 1.094 1.404 -0.922
C -2.725 -0.136 0.845 1.054
N -1.372 -0.440 0.826 0.207
C -0.708 -1.459 0.222 0.237
N -1.376 -2.393 -0.436 -0.501
C -0.673 -3.317 -1.088 -0.597
N 0.621 -3.395 -1.203 -0.713
C 1.343 -2.480 -0.513 -0.528
C 2.748 -2.524 -0.597 -0.408
C 3.518 -1.626 0.094 1.346
O 4.872 -1.564 0.063 -0.414
C 5.561 -2.509 -0.718 -0.990
C 2.896 -0.655 0.943 0.301
O 3.772 0.152 1.594 -0.515
C 3.309 1.240 2.367 -1.034
C 2.680 2.371 1.546 0.479
C 3.563 2.814 0.374 -0.790
C 2.709 3.207 -0.834 -0.937
C 2.173 1.971 -1.564 0.620
C 0.858 2.240 -2.293 -1.139
C -0.298 2.372 -1.323 0.648
O -0.293 2.006 -0.157 -0.615
N -1.391 2.938 -1.856 -0.144
O -2.574 3.035 -1.118 -0.490
C 1.528 -0.615 1.040 -0.141
C 0.724 -1.491 0.286 0.108
C -3.715 -0.982 0.358 -0.486
H -7.665 -2.823 -0.854 0.474
H -6.445 0.927 1.014 0.461
H -4.684 2.426 1.895 0.404
H -2.323 1.741 1.809 0.432
H -0.784 0.324 1.133 -0.262
H -1.260 -4.068 -1.602 0.451
H 3.174 -3.289 -1.223 0.490
H 5.295 -2.425 -1.777 0.374
H 6.618 -2.280 -0.591 0.240
H 5.366 -3.530 -0.377 0.376
H 4.214 1.603 2.863 0.416
H 2.608 0.895 3.139 0.414
H 2.495 3.208 2.222 0.526
H 1.715 2.053 1.154 -0.511
H 4.226 1.995 0.089 0.280
H 4.189 3.655 0.676 0.458
H 1.875 3.821 -0.486 0.241
H 3.297 3.813 -1.526 0.441
H 1.998 1.166 -0.851 -0.611
H 2.917 1.618 -2.279 0.516
H 0.929 3.141 -2.905 0.421
H 0.627 1.398 -2.953 0.423
H -1.526 3.182 -2.822 0.204
H -2.389 2.558 -0.282 0.369
H 1.062 0.087 1.712 0.657
H -3.441 -1.931 -0.071 0.630
```

Values from the calculation:
DFT total energy = -39458.0280 eV
charge = 0
ΔE to the lowest compared entry with this formula, charge and spin = 99.8 kcal per mole
Kohn-Sham gap = 8.3 eV
structure (SMILES) = C#Cc1cccc(Nc2ncnc3cc(OC)c(OCCCCCCC(=O)NO)cc23)c1

=====

Record 4
Computed, not measured: 5 unconnected molecules or ions with the total composition C18H35FNO18S5 in a non-equilibrium geometry, with wB97M-V/def2-TZVPD.

XYZ file:
```
78
Properties=species:S:1:pos:R:3:mulliken_charge:R:1
C 0.419 -3.672 0.710 -0.932
C -0.845 -3.186 0.747 -0.828
C -1.098 -1.825 0.199 0.077
N -0.949 -1.706 -1.319 0.583
C -1.479 -0.304 -1.631 0.092
C -2.441 -0.290 -2.799 -1.710
C -2.248 0.169 -0.350 0.022
C -1.488 1.191 0.486 0.411
C -1.026 2.407 -0.309 -1.747
F -2.373 1.631 1.478 -0.402
C -2.452 -1.186 0.355 0.111
C -3.089 -1.248 1.731 -0.238
S -4.849 -0.986 1.588 1.036
O -5.480 -1.271 2.836 -0.633
O -5.066 0.307 1.000 -0.554
H 0.657 -4.695 0.449 0.296
H 1.261 -3.022 0.918 0.287
H -1.652 -3.771 1.170 0.433
H -0.254 -1.231 0.566 -0.070
H -1.539 -2.474 -1.642 -0.033
H 0.002 -1.710 -1.678 0.476
H -0.581 0.290 -1.771 0.283
H -2.090 -0.864 -3.655 0.414
H -3.427 -0.634 -2.496 0.345
H -2.563 0.741 -3.121 0.412
H -3.175 0.643 -0.655 1.056
H -0.642 0.750 1.013 0.264
H -1.417 3.301 0.168 0.564
H 0.057 2.489 -0.257 0.226
H -1.348 2.401 -1.346 0.363
H -3.141 -1.715 -0.322 0.089
H -2.957 -2.220 2.206 0.498
H -2.706 -0.506 2.425 -0.226
H -5.182 -1.903 0.637 0.119
C 4.373 0.710 -1.773 -0.158
C 3.047 1.276 -2.231 -0.310
O 2.093 0.239 -1.888 -0.267
S 2.581 -0.506 -0.559 1.110
O 1.874 0.042 0.547 -0.515
O 2.564 -1.902 -0.819 -0.594
O 4.067 0.027 -0.537 -0.307
H 4.770 -0.022 -2.477 0.322
H 5.111 1.486 -1.598 0.030
H 3.017 1.477 -3.297 0.378
H 2.788 2.181 -1.680 0.271
C -4.502 -5.436 -3.697 -0.401
C -3.618 -4.348 -4.273 -0.346
O -2.787 -3.949 -3.159 -0.377
S -2.507 -5.227 -2.223 1.175
O -1.242 -5.767 -2.550 -0.589
O -2.836 -4.853 -0.891 -0.470
O -3.636 -6.172 -2.813 -0.311
H -5.323 -5.022 -3.110 0.283
H -4.898 -6.101 -4.459 0.337
H -4.180 -3.496 -4.641 0.367
H -2.970 -4.730 -5.062 0.283
C -1.692 1.877 4.827 0.156
C -0.927 2.985 4.144 -0.101
O 0.033 3.411 5.116 -0.360
S 0.489 2.156 6.006 1.088
O 1.701 1.634 5.487 -0.524
O 0.349 2.500 7.369 -0.524
O -0.699 1.165 5.574 -0.329
H -2.436 2.273 5.521 0.334
H -2.176 1.212 4.119 -0.200
H -1.562 3.817 3.856 0.337
H -0.387 2.616 3.268 0.147
C 6.948 4.818 1.109 -0.347
C 7.634 3.709 0.339 -0.311
O 6.691 3.371 -0.696 -0.316
S 5.892 4.688 -1.144 1.076
O 6.492 5.217 -2.311 -0.543
O 4.505 4.380 -1.092 -0.486
O 6.290 5.600 0.098 -0.294
H 6.191 4.427 1.791 0.279
H 7.646 5.442 1.659 0.316
H 7.842 2.836 0.950 0.334
H 8.554 4.055 -0.134 0.271
```

Values from the calculation:
DFT total energy = -114460.7959 eV
charge = +1
Kohn-Sham gap = 10.0 eV

=====

Record 5
Computed, not measured: a single C2H2N4O3 molecule in a non-equilibrium geometry, with wB97M-V/def2-TZVPD.

XYZ file:
```
11
Properties=species:S:1:pos:R:3:mulliken_charge:R:1
C -1.564 -0.703 -0.309 0.482
C -0.199 -0.090 -0.331 -0.111
N -2.583 0.115 0.214 -0.391
N -2.286 1.164 0.765 -0.087
N -1.031 1.477 0.647 0.095
N -0.308 2.467 1.337 1.049
O 0.876 2.211 1.428 -0.576
O -1.785 -1.799 -0.800 -0.473
O -0.992 3.337 1.773 -0.539
H 0.573 -0.106 0.521 0.274
H 0.094 0.394 -1.170 0.278
```

Values from the calculation:
DFT total energy = -14201.2505 eV
charge = 0
ΔE to the lowest compared entry with this formula, charge and spin = 138.6 kcal per mole
Kohn-Sham gap = 9.1 eV

=====

no.,E_HOMO (Ha),lowest unoccupied orbital energy (Eh),molar mass (g/mol)
1,-0.30350,-0.02304,583.79
2,-0.33497,-0.28083,1048.63
3,-0.28426,0.02021,434.50
4,-0.45493,-0.08640,732.80
5,-0.38403,-0.05131,130.06